Record 1
Formula: C3H4P2
Source: OMol25
Level of theory: wB97M-V/def2-TZVPD

Atoms and positions in Å:
H1 -1.38 -1.96 -0.90
P1 -0.54 -2.55 -0.07
C1 0.48 -1.24 0.26
C2 0.33 0.06 -0.28
P2 -0.98 1.15 -0.83
C3 0.84 1.21 -0.57
H2 1.25 -1.57 1.01
H3 -1.45 1.85 0.43
H4 1.59 1.97 -0.72

Energy above the lowest of the compared OMol25 structures with the same formula, charge and spin   179.83 kJ/mol
SMILES   [H]/P=C\C1=[PH]=C1
2S+1   1
Frontier orbital gap   8.0 eV
LUMO   -0.6571 eV

---

Record 2
Formula: C3H4P2
Source: OMol25
Level of theory: wB97M-V/def2-TZVPD

Atoms and positions in Å:
C1 -1.30 1.19 -0.07
C2 -0.39 0.28 0.01
C3 0.07 -1.08 0.09
P1 1.44 0.16 0.72
P2 3.17 0.04 -0.53
H1 -2.24 0.75 -0.38
H2 -0.88 2.22 0.07
H3 -0.23 -1.82 0.87
H4 0.35 -1.74 -0.77

Energy above the lowest of the compared OMol25 structures with the same formula, charge and spin   276.75 kJ/mol
SMILES   C=C1CP1#P
2S+1   1
Frontier orbital gap (alpha / beta)   6.6 / 6.2 eV
LUMO (alpha / beta)   -1.4960 / -1.4737 eV

---

Record 3
Formula: C3H4S
Source: OMol25
Level of theory: wB97M-V/def2-TZVPD

Atoms and positions in Å:
C1 -1.22 0.78 0.45
C2 0.02 0.24 -0.06
C3 0.92 -0.87 -0.26
S1 1.35 0.73 -1.04
H1 -1.47 1.80 0.27
H2 -1.84 0.14 1.05
H3 1.58 -1.17 0.54
H4 0.65 -1.66 -0.95

Energy above the lowest of the compared OMol25 structures with the same formula, charge and spin   54.80 kJ/mol
SMILES   C=C1CS1
2S+1   1
Frontier orbital gap   9.3 eV
LUMO   0.9209 eV

---

Record 4
Formula: C3H4S
Source: OMol25
Level of theory: wB97M-V/def2-TZVPD

Atoms and positions in Å:
C1 -0.56 0.99 1.96
C2 0.39 0.74 1.13
C3 0.81 -0.13 0.07
S1 -0.26 -0.64 -1.34
H1 -1.10 1.75 2.71
H2 1.49 0.58 -0.53
H3 1.45 -0.75 0.84
H4 -1.53 -0.88 -0.67

Energy above the lowest of the compared OMol25 structures with the same formula, charge and spin   256.32 kJ/mol
SMILES   C#CCS
2S+1   1
Frontier orbital gap   9.8 eV
LUMO   0.4150 eV

---

Record 5
Formula: C3H4S2
Source: OMol25
Level of theory: wB97M-V/def2-TZVPD

Atoms and positions in Å:
S1 -1.25 2.40 -0.09
C1 -0.68 0.97 0.45
C2 -0.28 -0.13 -0.42
C3 0.94 -0.87 -0.06
S2 -0.56 -1.77 0.29
H1 -0.62 0.85 1.57
H2 -0.55 -0.22 -1.50
H3 1.50 -1.02 -0.99
H4 1.50 -0.23 0.76

Energy above the lowest of the compared OMol25 structures with the same formula, charge and spin   113.56 kJ/mol
SMILES   S=C[C@H]1CS1
2S+1   1
Frontier orbital gap   8.4 eV
LUMO   -0.4828 eV

---

Record 6
Formula: C3H4S2
Source: OMol25
Level of theory: wB97M-V/def2-TZVPD

Atoms and positions in Å:
C1 -0.33 1.45 -0.94
C2 0.21 0.55 -0.33
C3 0.57 -0.53 0.54
S1 1.00 -0.08 2.17
S2 1.87 -1.79 -0.23
H1 -0.67 2.33 -1.33
H2 -1.10 -1.25 0.66
H3 0.64 -1.31 2.85
H4 1.30 -2.38 -1.28

Energy above the lowest of the compared OMol25 structures with the same formula, charge and spin   484.13 kJ/mol
2S+1   1
Frontier orbital gap   8.1 eV
LUMO   -0.7713 eV